A structure of composition C49H82AsGeN2PRuSe2Si4 in a non-equilibrium geometry, computed with ωB97M-V with the def2-TZVPD basis set.

energy above the lowest of the compared OMol25 structures with the same formula, charge and spin = 9.4 kcal per mole
2S+1 = 2
net charge = +1
total energy = -12735.446503 hartree
<S²> = 0.772
F_max = 1.921 eV Å⁻¹
HOMO (alpha / beta) = -9.51 / -9.42 eV
Kohn-Sham gap (alpha / beta) = 6.338 / 6.487 eV

Geometry as XYZ:
```
143
Properties=species:S:1:pos:R:3:forces:R:3
Ru -0.823 -0.175 -0.127 0.617 0.482 -1.755
C -3.430 -3.320 -4.203 -0.061 0.075 0.088
C -4.111 -2.278 -3.345 0.084 0.010 -0.041
C -5.467 -2.054 -3.586 0.042 -0.041 -0.009
C -6.187 -1.083 -2.913 -0.040 0.017 -0.006
C -5.553 -0.295 -1.969 0.017 0.014 0.003
C -4.215 -0.512 -1.688 -0.046 -0.118 -0.065
C -3.480 -1.498 -2.353 -0.092 -0.120 0.005
P -1.722 -1.582 -1.855 -0.607 -0.164 0.406
C -1.100 -3.251 -2.303 0.248 0.020 0.064
C -0.125 -3.360 -3.299 0.029 -0.031 0.032
C 0.380 -4.593 -3.679 -0.003 0.054 -0.013
C -0.092 -5.743 -3.067 -0.013 -0.026 -0.012
C -1.051 -5.645 -2.074 0.007 -0.015 -0.012
C -1.553 -4.412 -1.668 -0.063 0.001 -0.192
C -2.584 -4.356 -0.592 -0.121 0.030 0.038
C -0.891 -0.528 -3.062 -0.619 0.170 -0.037
C -1.420 -0.040 -4.254 0.010 0.035 -0.035
C -0.663 0.821 -5.033 -0.018 -0.058 0.031
C 0.614 1.191 -4.615 0.031 -0.019 0.084
C 1.128 0.707 -3.422 0.123 -0.073 -0.270
C 0.375 -0.161 -2.633 0.632 0.041 0.337
C 0.834 -0.702 -1.333 -0.482 -0.016 0.932
H -4.028 -3.501 -5.094 -0.011 -0.002 0.013
H -3.321 -4.269 -3.675 0.021 0.017 -0.009
H -2.437 -3.011 -4.517 0.009 0.012 -0.043
H -5.963 -2.659 -4.336 0.016 0.023 0.006
H -7.237 -0.939 -3.134 0.024 -0.005 0.010
H -6.105 0.476 -1.450 -0.012 -0.038 0.073
H -3.723 0.077 -0.924 0.041 0.024 0.080
H 0.239 -2.475 -3.804 0.017 -0.030 -0.002
H 1.134 -4.650 -4.453 -0.015 0.004 0.021
H 0.290 -6.714 -3.359 -0.008 0.019 0.010
H -1.409 -6.542 -1.581 0.000 0.041 -0.023
H -2.587 -5.271 0.001 -0.017 0.026 -0.012
H -3.583 -4.226 -1.015 -0.012 0.017 0.026
H -2.401 -3.515 0.080 -0.014 0.024 0.045
H -2.415 -0.332 -4.570 -0.001 0.016 0.031
H -1.060 1.197 -5.967 0.009 0.015 0.027
H 1.206 1.869 -5.218 -0.009 -0.056 -0.017
H 2.131 0.975 -3.115 -0.022 0.012 -0.018
H 1.799 -0.348 -0.998 0.107 -0.012 -0.053
H 0.752 -1.778 -1.199 0.466 -0.187 -0.389
C -4.717 0.098 2.293 -0.094 0.307 0.081
Si -3.706 -1.473 2.342 0.510 -0.218 -0.616
C -4.624 -2.571 1.142 -0.209 -0.258 -0.073
C -3.978 -2.232 4.024 -0.056 0.010 0.329
Si -1.252 -1.304 1.955 -1.005 -0.110 0.764
Si -0.936 -0.280 4.118 0.628 0.444 -0.623
C -1.023 -1.416 5.603 -0.016 -0.280 0.076
C -2.110 1.136 4.493 -0.315 0.031 0.214
C 0.784 0.461 3.990 0.180 0.089 0.243
Si -0.218 -3.407 2.331 -0.129 0.025 -0.348
C 1.254 -3.307 3.470 0.128 0.087 0.240
C -1.477 -4.570 3.072 -0.120 -0.199 0.190
C 0.447 -4.164 0.755 0.154 -0.066 -0.137
H -5.728 -0.164 2.628 0.062 -0.032 -0.008
H -4.776 0.480 1.271 -0.105 -0.036 0.066
H -4.336 0.900 2.926 -0.102 -0.056 -0.027
H -5.700 -2.419 1.287 0.074 -0.021 0.024
H -4.416 -3.630 1.309 -0.018 0.010 -0.031
H -4.399 -2.334 0.105 -0.048 -0.022 -0.037
H -5.042 -2.485 4.092 0.061 0.028 -0.009
H -3.747 -1.544 4.838 -0.116 -0.028 -0.049
H -3.408 -3.147 4.177 -0.055 0.026 0.023
H -1.995 -1.896 5.703 0.065 0.042 0.079
H -0.859 -0.800 6.493 -0.001 -0.014 -0.044
H -0.274 -2.206 5.602 -0.018 0.074 0.062
H -3.010 0.786 5.011 0.080 0.050 -0.018
H -2.429 1.640 3.584 0.042 -0.017 0.092
H -1.612 1.863 5.145 -0.012 -0.095 0.000
H 1.541 -0.314 3.851 -0.021 0.048 -0.031
H 1.062 1.044 4.877 -0.050 -0.028 -0.061
H 0.838 1.119 3.117 0.020 -0.050 0.054
H 1.064 -2.825 4.425 0.048 -0.044 -0.034
H 2.059 -2.760 2.983 0.012 -0.061 0.010
H 1.606 -4.326 3.668 -0.003 0.044 -0.041
H -1.696 -4.314 4.112 0.028 -0.051 -0.063
H -1.083 -5.593 3.061 -0.014 0.074 -0.001
H -2.418 -4.562 2.515 0.043 -0.034 0.036
H 0.625 -3.416 -0.020 0.039 -0.084 -0.002
H -0.227 -4.913 0.344 0.073 0.006 0.063
H 1.401 -4.655 0.960 -0.032 0.006 0.020
C 5.927 -2.916 -0.459 0.069 0.024 -0.217
Ge 5.611 -3.422 1.390 -0.069 0.042 0.069
C 7.294 -3.716 2.313 0.185 -0.088 0.082
C 4.477 -4.997 1.422 -0.076 -0.203 -0.015
C 4.652 -2.031 2.393 -0.095 0.241 0.083
Se 3.242 -1.104 1.393 0.220 -0.065 -0.082
C 4.479 0.107 0.507 0.030 -0.065 -0.003
H 6.238 -3.802 -1.016 -0.010 0.043 0.001
H 6.718 -2.170 -0.549 -0.028 -0.014 -0.018
H 5.013 -2.530 -0.916 0.032 -0.015 0.007
H 7.881 -4.494 1.820 -0.018 0.031 0.030
H 7.119 -4.023 3.346 0.027 0.015 -0.033
H 7.884 -2.798 2.321 -0.004 -0.037 0.014
H 5.002 -5.864 1.018 -0.035 0.030 0.016
H 3.591 -4.819 0.811 0.003 -0.025 0.018
H 4.160 -5.229 2.441 -0.001 -0.004 -0.040
H 5.321 -1.259 2.774 -0.021 -0.016 0.020
H 4.175 -2.497 3.256 0.012 0.022 0.023
H 5.371 -0.446 0.225 -0.016 0.007 -0.019
H 4.748 0.923 1.174 -0.001 0.008 -0.007
H 4.008 0.499 -0.389 0.030 -0.032 -0.008
C 2.614 2.663 -0.699 0.151 -0.155 0.107
As 0.868 2.134 0.008 -0.677 0.295 -0.072
C 0.892 3.389 1.484 0.125 0.053 0.203
C -0.146 3.094 -1.430 0.027 0.330 -0.005
C -0.071 4.596 -1.419 0.188 -0.137 0.112
C -0.895 5.359 -0.592 0.027 0.036 -0.093
C -0.773 6.739 -0.528 0.037 -0.013 0.006
C 0.190 7.390 -1.290 -0.018 -0.020 0.006
C 1.000 6.649 -2.138 0.008 -0.058 0.013
C 0.866 5.267 -2.203 -0.032 0.047 -0.050
H 2.535 3.709 -0.992 -0.012 0.009 0.024
H 2.914 2.073 -1.561 0.000 0.012 0.016
H 3.370 2.572 0.076 0.002 0.002 0.001
H 0.808 4.412 1.119 0.011 0.013 -0.012
H 1.852 3.269 1.988 -0.016 -0.001 0.030
H 0.093 3.168 2.183 -0.023 -0.002 -0.013
H -1.173 2.748 -1.382 -0.085 -0.030 0.005
H 0.296 2.717 -2.349 -0.030 -0.032 -0.049
H -1.641 4.854 0.003 0.008 -0.012 0.043
H -1.422 7.309 0.126 -0.002 -0.007 -0.026
H 0.304 8.465 -1.228 -0.024 -0.023 -0.015
H 1.744 7.147 -2.748 -0.030 -0.014 -0.003
H 1.484 4.701 -2.893 0.027 0.015 0.054
C -4.779 2.995 -1.058 0.024 0.090 0.109
N -4.318 3.791 0.069 -0.065 0.114 -0.128
C -4.860 5.013 0.434 0.018 -0.172 -0.168
C -4.187 5.430 1.518 0.185 -0.051 0.124
N -3.241 4.460 1.811 0.026 0.126 0.226
C -2.264 4.577 2.890 -0.108 0.025 -0.120
C -3.325 3.451 0.917 -0.372 -0.011 -0.243
Se -2.341 1.888 0.984 0.357 -0.037 0.285
H -4.908 3.639 -1.925 0.004 0.005 -0.006
H -5.725 2.519 -0.810 -0.009 -0.006 0.000
H -4.033 2.238 -1.273 0.026 -0.018 -0.027
H -5.673 5.463 -0.110 0.049 -0.024 0.011
H -4.289 6.322 2.113 0.014 -0.052 -0.018
H -2.721 5.121 3.713 -0.011 -0.006 0.000
H -1.381 5.110 2.540 0.003 0.006 -0.019
H -1.981 3.584 3.223 -0.008 0.016 0.013
```
Forces are in eV/Å.